Record 1
ORCA calculation (wB97M-V/def2-TZVPD) on a structure of composition C31H34BeN11S2Sb.

Geometry as XYZ:
```
80
Properties=species:S:1:pos:R:3:forces:R:3
Be -1.058765 -0.454833 -1.489645 -0.1 0.1 -0.2
S 4.246148 -3.949921 -1.096214 -0.1 0.0 0.0
C 5.861897 -4.491353 -1.097927 0.0 0.0 0.0
C 6.740607 -3.461719 -1.238313 0.0 0.1 0.0
C 6.085849 -2.207065 -1.343648 0.1 0.0 0.0
C 4.723891 -2.303045 -1.277121 -0.1 0.0 0.0
C 3.734244 -1.221587 -1.362723 0.0 -0.1 0.0
C 2.353636 -1.514775 -1.441366 -0.1 0.0 0.1
N 1.421775 -0.599925 -1.536574 -0.1 -0.1 0.1
C 1.786290 0.687734 -1.574141 -0.1 -0.1 0.0
C 3.116565 1.104556 -1.473068 0.0 0.1 0.0
C 3.411010 2.510120 -1.482565 0.0 0.0 0.0
C 2.423511 3.417309 -1.623529 0.0 0.0 0.0
C 1.054184 3.009026 -1.783109 0.0 0.0 0.0
C 0.009007 3.928599 -1.951540 0.0 0.1 0.0
C -1.275604 3.487501 -2.164417 -0.1 0.0 0.0
C -1.477761 2.097601 -2.210060 0.0 -0.2 -0.1
N -0.537201 1.202062 -1.952195 0.1 0.0 0.1
C 0.738162 1.648762 -1.758833 -0.1 0.0 0.0
C -2.439065 4.372236 -2.299032 0.1 0.1 0.0
C -3.748534 4.048232 -2.085040 -0.1 -0.1 0.0
C -4.624866 5.155917 -2.245963 0.0 -0.1 0.0
C -3.965799 6.298950 -2.571788 0.1 0.1 0.0
S -2.279304 6.045843 -2.688438 0.1 -0.1 0.0
C 4.094938 0.107100 -1.361701 0.1 0.1 0.0
H 6.078928 -5.543640 -0.998926 0.0 0.0 0.0
H 7.813381 -3.591285 -1.269802 0.0 0.0 0.0
H 6.614098 -1.271289 -1.471909 0.0 -0.1 0.0
H 2.009842 -2.543928 -1.426847 0.0 0.0 -0.1
H 4.442870 2.826294 -1.383446 0.0 0.0 0.0
H 2.643956 4.477994 -1.634056 0.0 0.0 0.0
H 0.224683 4.991329 -1.910740 0.0 0.0 0.0
H -2.454519 1.713155 -2.456054 0.0 0.0 0.1
H -4.074279 3.060159 -1.780523 0.0 0.1 0.0
H -5.696732 5.100774 -2.119217 0.0 0.0 0.0
H -4.370546 7.282285 -2.755837 0.0 -0.1 0.0
H 5.134304 0.399497 -1.266884 0.0 0.0 0.0
N -3.099225 -2.715508 -1.232479 0.0 0.1 0.0
C -3.514176 -1.440336 -0.944121 0.0 -0.1 -0.2
N -4.692410 -1.126810 -0.447632 0.0 0.2 0.1
N -4.650525 0.218191 -0.325271 0.1 -0.1 -0.1
N -3.519477 0.682208 -0.712101 -0.1 -0.2 -0.1
N -2.744833 -0.361391 -1.135820 0.2 0.0 0.2
C -1.939318 -2.934839 -1.939749 -0.1 0.0 0.0
N -1.591950 -4.091150 -2.451856 0.2 0.0 -0.1
N -0.392936 -3.842150 -3.033937 -0.1 0.2 0.1
N -0.043403 -2.619990 -2.872962 -0.1 -0.2 0.0
N -1.021820 -1.985761 -2.163654 0.1 0.2 0.2
H -3.781959 -3.453395 -1.206072 0.0 0.0 0.0
C 2.308246 -0.476244 2.095568 0.0 0.0 0.0
C 0.990769 -0.001923 2.709120 0.0 -0.2 -0.1
C 0.920281 -0.434642 4.171973 0.1 0.0 -0.1
Sb -0.687528 -0.519917 1.396755 0.1 0.1 0.2
C -2.262113 0.702518 2.275436 0.1 0.0 -0.1
C -2.445684 0.696797 3.791388 0.0 0.0 -0.1
C -2.039674 2.134913 1.781922 0.0 0.0 0.0
C -1.234888 -2.568627 1.880581 0.1 0.1 -0.1
C -0.157404 -3.482326 1.288588 0.0 0.0 0.0
C -1.542246 -2.907841 3.334326 0.0 -0.1 -0.1
H 3.158499 -0.087459 2.667998 0.0 0.0 0.0
H 2.425766 -0.143063 1.065228 0.0 0.0 -0.1
H 2.382374 -1.567363 2.107562 0.0 0.0 0.0
H 0.966711 1.091732 2.652749 0.0 0.0 0.1
H 1.101404 -1.506457 4.266179 0.0 0.0 0.0
H -0.027044 -0.209410 4.649333 -0.1 0.0 0.0
H 1.709500 0.072461 4.738275 0.0 0.0 0.0
H -3.166544 0.304408 1.808416 0.0 0.0 0.0
H -1.668053 1.283512 4.282847 0.1 0.0 0.0
H -2.449304 -0.300511 4.228083 0.0 0.0 0.0
H -3.402819 1.168301 4.036656 0.0 0.0 0.0
H -1.099051 2.542242 2.169804 0.0 0.0 0.0
H -2.847853 2.786468 2.131955 0.0 0.0 0.0
H -2.026758 2.193990 0.691598 0.0 0.0 0.1
H -2.150406 -2.694799 1.294523 0.0 0.0 0.0
H 0.802692 -3.353568 1.798587 0.0 0.0 0.0
H -0.001967 -3.293890 0.221371 0.0 0.0 0.1
H -0.446525 -4.532346 1.396033 0.0 0.0 0.0
H -0.710444 -2.679214 3.998570 0.0 0.0 0.0
H -1.743356 -3.981155 3.419976 0.0 0.0 0.0
H -2.425332 -2.384325 3.697468 0.0 0.0 0.0
```
Forces are in eV/Å.

The electronic energy is -2855.47972 Eh. Its largest force on an atom is 0.25 eV/Å. The value obtained for the energy relative to the best compared isomer or geometry (same formula, charge and spin) is 0.00 kJ/mol. As for the HOMO energy: -8.15 eV. The net charge is 0. The gap between HOMO and LUMO comes out at 0.259 Ha. The calculation puts the lowest unoccupied orbital energy at -1.11 eV.

=====

Record 2
ORCA calculation (wB97M-V/def2-TZVPD) on a structure of composition C31H34Br45IO2 at a distorted geometry.

Geometry as XYZ:
```
113
Properties=species:S:1:pos:R:3:forces:R:3
C -3.372225 -0.367360 -1.785986 0.6 0.4 0.1
C -2.990725 -0.131605 -0.666063 -0.6 -0.7 0.1
C -2.817927 -0.059365 0.798955 -0.2 0.2 -0.6
C -3.259526 -1.334666 1.539736 0.1 -0.3 0.2
C -2.160598 -2.157825 2.250101 0.3 0.3 0.3
C -0.819583 -2.268239 1.575626 -0.4 -0.1 -0.7
C -0.590769 -2.881408 0.405278 0.1 0.1 0.2
I -2.034111 -3.891251 -0.726374 0.3 0.0 0.3
C 0.803502 -2.923906 -0.134952 0.3 -0.2 -0.1
O 1.193282 -3.812027 -0.863715 -0.3 0.1 0.0
C 1.742795 -1.826285 0.274188 -0.4 0.1 0.1
C 2.866183 -1.552356 -0.694659 0.4 0.0 0.2
C 3.007533 -0.068953 -1.069729 0.1 0.2 0.0
C 4.202061 -2.179239 -0.205205 -0.4 -0.5 -0.7
C 5.014811 -2.667482 -1.410422 -0.3 0.2 0.1
C 1.544848 -1.242169 1.466914 0.1 -0.1 -0.2
C 2.448642 -0.191433 2.045729 -0.2 0.1 -0.3
C 0.388466 -1.717210 2.283048 0.1 0.0 -0.1
O 0.426120 -1.693469 3.498734 0.0 -0.3 -1.1
H -3.559024 -0.507354 -2.826254 -0.1 0.0 0.1
H -3.472249 0.747783 1.134586 0.2 0.2 0.1
H -1.798378 0.252165 1.027912 -0.2 -0.2 -0.1
H -3.838161 -1.990771 0.895012 0.0 0.1 -0.2
H -3.943753 -1.025883 2.330518 0.0 -0.1 0.0
H -2.541805 -3.161488 2.443979 -0.1 -0.1 0.0
H -1.985687 -1.698639 3.224041 0.1 -0.1 0.1
H 2.631081 -2.093131 -1.608373 -0.2 -0.1 0.0
H 3.853414 0.396514 -0.559771 0.0 0.0 0.0
H 2.124718 0.521824 -0.830281 -0.2 0.0 0.0
H 3.186685 0.045794 -2.137058 -0.1 -0.1 0.1
H 4.769846 -1.463894 0.385442 0.1 -0.1 0.2
H 3.958165 -3.062418 0.387170 0.1 0.1 0.3
H 5.874742 -3.266993 -1.118132 0.2 0.2 0.0
H 4.387357 -3.301066 -2.038845 0.0 0.0 0.0
H 5.317779 -1.814312 -2.020315 -0.1 -0.3 0.1
H 2.167581 0.774446 1.619710 0.0 0.0 0.0
H 2.345398 -0.107506 3.123653 0.1 -0.2 0.1
H 3.472115 -0.379720 1.740552 0.2 0.0 0.3
C -0.300845 3.433461 2.206699 -0.1 0.0 -0.2
Br -0.482996 1.572083 2.661168 0.2 0.2 0.5
Br -0.454247 3.694540 0.299998 0.1 0.0 0.0
Br -1.578368 4.503590 3.147112 0.3 -0.1 0.3
H 0.691023 3.749112 2.495995 0.0 0.0 0.0
C -4.088951 4.914487 -0.449466 0.1 0.0 0.1
Br -4.341316 5.449451 1.382833 -0.4 0.1 -0.2
Br -4.093060 2.997966 -0.620548 0.0 0.2 -0.2
Br -5.346749 5.790751 -1.615505 0.1 -0.3 0.0
H -3.101017 5.243194 -0.740882 0.0 0.1 0.0
C 0.918447 -7.933260 -1.235973 0.0 0.0 -0.1
Br -0.499373 -8.523951 -0.084143 -0.1 -0.1 0.1
Br 2.609386 -8.695396 -0.723273 0.0 0.0 0.0
Br 0.513563 -8.274208 -3.085922 0.0 0.0 0.0
H 0.996565 -6.864477 -1.118215 0.0 0.2 0.0
C 0.407717 3.127784 -4.974836 0.1 0.1 0.1
Br 2.108063 2.212235 -5.072128 0.0 0.0 -0.1
Br -0.424217 2.819696 -3.266383 -0.2 -0.1 0.0
Br 0.563050 5.003638 -5.373666 -0.1 -0.1 -0.2
H -0.227224 2.696596 -5.733905 0.0 -0.1 0.0
C -0.626913 -2.360228 6.136476 0.1 0.1 -0.1
Br 0.526504 -3.737656 6.814830 -0.1 0.0 0.1
Br -2.242168 -2.180442 7.170628 0.0 0.0 0.0
Br 0.305610 -0.685965 5.969347 -0.2 0.3 1.0
H -0.915331 -2.656923 5.138820 0.0 0.0 0.0
C 2.535526 6.149672 -1.525038 -0.1 0.0 -0.2
Br 2.818588 4.639398 -2.680747 0.3 0.0 0.3
Br 0.719745 6.772890 -1.654687 0.0 0.1 0.0
Br 3.046488 5.780141 0.293907 0.0 0.0 0.0
H 3.177476 6.953100 -1.877838 -0.3 -0.3 0.1
C -4.454642 -7.427395 -0.225581 0.0 -0.2 0.0
Br -4.769266 -6.599226 1.488143 0.0 0.0 -0.1
Br -4.676509 -9.342283 -0.119984 0.1 0.2 -0.1
Br -5.550839 -6.659350 -1.607397 0.0 0.0 0.1
H -3.424908 -7.223962 -0.488747 0.0 -0.1 0.0
C -0.828689 10.069910 0.572261 0.0 -0.1 0.0
Br -1.317904 8.993401 2.091338 0.0 0.0 -0.1
Br 1.083377 10.131509 0.341909 0.0 0.0 0.0
Br -1.739694 9.492369 -1.024099 0.0 0.0 0.1
H -1.152511 11.080219 0.773213 0.0 0.0 0.0
C 5.214245 -4.231759 -6.018757 0.0 0.0 0.0
Br 3.433060 -4.610981 -6.639398 0.0 0.0 0.0
Br 6.550986 -4.914102 -7.222507 0.0 0.0 0.0
Br 5.460368 -2.352141 -5.678843 0.0 0.0 0.0
H 5.339863 -4.745573 -5.077108 0.0 0.0 0.0
C -6.325158 9.811987 0.017529 0.0 0.0 0.0
Br -5.181043 9.298326 1.474393 0.0 0.1 0.0
Br -6.840856 11.663316 0.138759 0.0 0.0 0.0
Br -5.515001 9.412757 -1.680060 -0.1 0.2 0.0
H -7.227644 9.223038 0.089119 0.0 0.0 0.0
C -8.056307 1.774969 -0.100609 0.0 0.0 0.0
Br -6.916388 1.381514 1.403168 0.0 0.0 0.0
Br -8.719548 3.579928 -0.031046 0.1 0.0 0.0
Br -7.196585 1.400662 -1.782014 -0.1 0.0 0.0
H -8.908266 1.116286 -0.026008 0.0 0.0 0.0
C 6.467846 7.773934 -2.684478 0.0 -0.1 0.0
Br 4.933741 8.587270 -1.843552 0.3 0.3 0.0
Br 7.419246 6.640697 -1.457546 0.0 0.0 0.0
Br 5.972017 6.834013 -4.286920 0.0 0.0 0.1
H 7.133054 8.574677 -2.971341 0.0 0.0 0.0
C 6.928536 -0.065394 -2.893493 0.2 0.1 -0.1
Br 8.311818 -0.071027 -4.231519 0.0 0.0 0.0
Br 7.583786 0.554207 -1.193910 -0.1 0.0 0.0
Br 5.388691 0.941450 -3.464701 0.2 0.1 -0.1
H 6.608138 -1.088879 -2.760427 0.2 0.1 -0.1
C 4.113173 -5.443321 4.454225 0.0 0.0 0.0
Br 4.324915 -5.342158 6.365769 0.0 0.0 0.0
Br 3.598763 -7.210103 3.890299 0.0 0.0 0.0
Br 2.885904 -4.109999 3.812056 0.0 0.1 -0.1
H 5.076605 -5.234575 4.013903 0.0 0.0 0.0
C -7.287852 -8.546343 3.729816 0.0 0.0 0.0
Br -6.714105 -10.277303 3.121395 0.0 0.0 0.1
Br -9.125328 -8.205207 3.270614 0.0 0.0 0.0
Br -6.968456 -8.311346 5.613472 0.0 0.0 0.0
H -6.688213 -7.814391 3.209257 0.0 0.0 0.0
```
Forces are in eV/Å.

The electronic energy is -117480.18519 Eh. Its largest force on an atom is 1.11 eV/Å. As for the HOMO energy: -9.43 eV. The net charge is 0. The gap between HOMO and LUMO comes out at 0.296 Ha. The calculation puts the lowest unoccupied orbital energy at -1.37 eV.